[1]
A 2-piece molecular cluster, C21H27N4 overall at a distorted geometry, computed with ωB97M-V/def2-TZVPD.

Structure (XYZ):
```
52
Properties=species:S:1:pos:R:3:forces:R:3
C -4.2540 -1.0107 -1.6018 -0.413 0.520 -0.005
N -2.9495 -1.6406 -1.4631 1.377 0.716 -0.015
C -2.8574 -3.0747 -1.7072 0.002 -0.361 -0.117
C -1.8483 -0.9262 -1.2429 -0.833 -0.399 0.205
C -0.5598 -1.4904 -1.2579 0.743 -0.503 0.174
C 0.5576 -0.8043 -0.8320 -0.888 0.217 -1.230
C 1.9074 -1.2828 -0.9354 1.230 -0.867 0.096
C 2.9798 -0.4496 -0.5227 -0.542 -0.053 -0.212
C 4.3033 -0.8334 -0.7081 0.063 -0.297 -0.048
C 4.6041 -2.0933 -1.2522 -0.540 0.354 0.079
C 3.5599 -2.9535 -1.6249 -0.169 0.062 0.084
C 2.2313 -2.5652 -1.4673 0.124 0.542 0.207
H -5.0117 -1.7984 -1.6011 0.085 0.346 0.055
H -4.4324 -0.3191 -0.7686 0.024 -0.234 -0.174
H -4.3275 -0.4371 -2.5387 0.055 -0.296 0.236
H -3.8724 -3.4808 -1.6907 0.359 -0.040 -0.029
H -2.3895 -3.2858 -2.6802 -0.214 0.070 0.218
H -2.2545 -3.5513 -0.9253 -0.228 0.093 -0.140
H -1.9799 0.1402 -1.0172 0.018 -0.350 -0.083
H -0.4430 -2.5215 -1.6072 -0.177 0.457 0.142
H 0.4205 0.2070 -0.4462 0.077 -0.332 -0.069
H 2.7251 0.5103 -0.0641 0.155 -0.270 -0.187
H 5.1076 -0.1499 -0.4304 -0.242 -0.261 -0.029
H 5.6407 -2.4009 -1.3860 -0.275 0.091 0.023
H 3.7843 -3.9348 -2.0459 -0.041 0.298 0.142
H 1.4266 -3.2434 -1.7568 0.365 0.147 0.004
C -1.3151 3.8924 -2.4564 0.044 -0.081 0.188
C -2.2699 3.6236 -1.4680 0.178 -0.094 0.037
C -1.8643 3.1346 -0.2229 0.330 -0.090 -0.221
C -0.5047 2.9137 0.0332 -0.022 -0.180 0.082
C -0.0697 2.3442 1.3713 0.093 0.664 0.126
N 0.2118 0.9322 1.3052 0.122 -0.795 1.345
C 0.4932 0.3713 2.4549 -0.396 0.782 -1.198
N 0.7314 -0.9568 2.6563 0.049 0.072 -0.929
C 0.8820 -1.2837 4.0534 -0.099 -0.771 0.076
C 0.8745 0.0799 4.7379 0.237 0.205 0.642
N 0.5883 0.9847 3.6574 -0.247 0.806 -0.023
C 0.4510 3.2047 -0.9459 -0.381 -0.013 -0.146
C 0.0457 3.6940 -2.1926 -0.065 -0.122 0.246
H -1.6321 4.2579 -3.4325 0.087 -0.033 0.254
H -3.3315 3.7937 -1.6555 0.320 -0.005 -0.034
H -2.5909 2.9087 0.5642 0.180 0.152 -0.298
H 0.8368 2.8970 1.6906 -0.296 0.020 0.028
H -0.8771 2.5533 2.0968 0.205 0.058 -0.056
H 0.6646 -1.6173 1.8919 -0.002 0.220 0.462
H 0.0404 -1.8912 4.4063 0.204 -0.043 -0.018
H 1.8168 -1.8197 4.2313 -0.136 -0.029 0.074
H 0.1078 0.1305 5.5151 0.130 0.012 -0.018
H 1.8470 0.2996 5.1863 -0.094 0.006 0.056
H 0.4863 1.9856 3.7636 0.062 -0.466 -0.009
H 1.5091 3.0359 -0.7210 -0.336 0.121 -0.135
H 0.8002 3.9211 -2.9468 -0.281 -0.046 0.141
```
Positions in Å, forces in eV/Å.

Properties
Total charge: +1
LUMO: -4.14 eV
Relative energy (zero: lowest compared OMol25 entry of this formula, charge and spin): 43.5 kJ/mol
Calculated total energy: -28169.0493 eV

[2]
C21H27N4PSc as an isolated structure at a distorted geometry, computed with ωB97M-V/def2-TZVPD.

Structure (XYZ):
```
54
Properties=species:S:1:pos:R:3:forces:R:3
Sc 0.2313 -0.8970 0.2594 0.059 -0.520 0.590
N 1.6373 1.5567 -1.3077 1.079 1.018 -0.227
P 0.0601 1.4345 -0.7201 0.053 0.642 -1.120
C -0.9613 2.5735 -1.6002 -0.771 0.194 0.532
C -1.5201 2.0454 -2.7597 1.232 -0.136 -0.316
C -2.3082 2.8355 -3.5562 -0.465 -0.264 -0.112
C -2.7035 4.0968 -3.1425 -0.459 0.046 0.302
C -2.3093 4.5534 -1.8864 0.150 0.858 -0.845
C -1.3973 3.8387 -1.1704 0.623 -0.456 2.099
C 0.1147 1.5914 1.0444 0.733 -0.009 1.571
C -0.9143 0.8457 1.7157 0.015 0.301 -0.718
C -0.9387 0.7474 3.0994 1.309 0.478 0.301
C 0.1370 1.3175 3.8551 -2.603 -1.348 -0.465
C 1.1132 1.9926 3.2179 2.212 1.852 -0.287
C 1.1650 2.1348 1.8156 -0.133 0.646 -0.555
C 2.4139 0.4347 -1.4719 1.191 0.319 -0.553
C 3.7131 0.5316 -2.0987 -1.984 0.838 0.869
C 4.3738 -0.6168 -2.3043 0.912 -0.852 -0.872
C 3.7958 -1.8619 -1.9816 0.516 -0.537 -0.143
C 2.5937 -1.8948 -1.3730 -0.173 0.279 0.627
N 1.9195 -0.7406 -1.0454 -0.157 0.294 -0.272
H 2.0988 2.4530 -1.5899 -0.840 -1.032 0.340
H -1.1556 1.0850 -3.1245 -0.370 0.000 -0.006
H -2.6539 2.3733 -4.4543 -0.291 0.220 -0.643
H -3.3809 4.7028 -3.7323 0.104 -0.111 -0.120
H -2.6039 5.5334 -1.5166 -0.157 -0.263 -0.134
H -1.1245 4.2361 -0.1738 0.155 -0.326 -0.706
H -1.7506 0.5086 1.0577 0.206 0.133 0.681
H -1.7390 0.2794 3.6335 -0.426 -0.268 0.068
H 0.0803 1.2393 4.9274 0.182 0.082 0.199
H 1.8526 2.5451 3.8459 -0.447 -0.655 -0.724
H 1.9448 2.7955 1.3271 -0.909 -1.073 0.719
H 4.0981 1.5003 -2.4101 -0.088 -0.192 0.111
H 5.3363 -0.6015 -2.8216 -0.214 -0.016 0.299
H 4.3393 -2.7698 -2.2179 -0.185 0.022 0.063
H 2.1033 -2.8017 -1.0307 0.216 -0.161 -0.252
N 1.3607 -2.2006 1.7743 -1.071 0.643 -0.270
C 0.4399 -3.3534 1.5367 -0.999 0.920 -0.554
C -0.9663 -3.0783 2.1356 0.330 -0.144 1.438
C -2.1835 -3.4289 1.2912 0.139 -0.445 -0.745
C -2.6204 -2.2611 0.4168 -0.956 -1.250 -1.180
N -1.5794 -1.8341 -0.6155 -0.442 0.311 0.595
H 2.3006 -2.4549 1.5243 0.597 -0.027 0.122
H 1.3394 -1.9019 2.7551 0.154 -0.293 -0.265
H 0.9086 -4.2382 1.8931 0.060 -0.958 0.271
H 0.2782 -3.4927 0.4425 0.513 0.039 0.210
H -1.0537 -2.0158 2.4093 0.177 0.197 -0.049
H -1.0146 -3.5614 3.1335 -0.010 0.102 -0.575
H -3.0558 -3.7377 1.8850 0.386 0.231 0.047
H -1.9530 -4.3075 0.6685 -0.137 0.145 0.055
H -2.8620 -1.4250 1.0277 0.015 0.914 0.535
H -3.5794 -2.4985 -0.1127 0.911 0.037 0.281
H -2.0597 -1.2001 -1.2521 0.044 0.295 -0.015
H -1.3602 -2.6077 -1.2227 0.012 -0.719 -0.202
```
Positions in Å, forces in eV/Å.

Properties
Total charge: +3
LUMO: -10.31 eV
Calculated total energy: -58141.3321 eV

[3]
The molecule C21H27N5O2, computed with ωB97M-V/def2-TZVPD.

Structure (XYZ):
```
55
Properties=species:S:1:pos:R:3:forces:R:3
C -2.6823 -1.6565 -1.9169 -0.022 -0.047 0.023
C -3.2594 -0.4728 -1.2182 -0.432 0.114 -0.180
N -2.5252 0.0956 -0.2626 0.263 -0.142 -0.135
C -3.0171 1.1661 0.3499 0.057 0.170 -0.027
N -4.1912 1.7196 0.0944 -0.262 0.360 0.176
C -4.9424 1.1699 -0.8539 0.079 -0.273 -0.186
C -4.5035 0.0500 -1.5524 0.176 0.114 0.217
H -5.1088 -0.3981 -2.3244 -0.057 -0.062 -0.085
C -6.2664 1.8039 -1.1287 -0.015 0.003 -0.008
H -6.3984 2.6666 -0.4828 -0.027 0.024 0.002
H -6.3234 2.1173 -2.1697 -0.065 0.025 -0.069
H -7.0679 1.0897 -0.9472 -0.094 -0.016 -0.019
C -2.1893 1.7862 1.4353 0.019 -0.124 0.199
H -2.6748 2.7053 1.7599 0.035 -0.007 -0.035
H -1.1972 2.0194 1.0434 0.016 0.028 0.018
C -2.0390 0.8260 2.6272 0.037 0.269 0.073
N -1.3745 -0.3880 2.2294 -0.299 -0.123 -0.111
C -0.1183 -0.6989 2.6095 -0.062 -0.496 -0.028
O 0.4792 -0.1263 3.4996 0.270 0.239 0.235
C 0.4527 -1.8815 1.8447 0.165 0.133 -0.103
H 1.3763 -2.1974 2.3311 -0.080 0.027 0.042
H -0.2650 -2.7027 1.8900 0.018 0.015 0.014
C 0.7178 -1.5625 0.3448 -0.376 -0.187 0.195
N 1.9260 -0.8286 0.0517 0.124 0.046 -0.073
C 3.1190 -1.6308 0.2053 0.077 -0.263 -0.264
C 3.0980 -2.6957 -0.8852 0.348 0.378 0.102
N 1.8310 -3.3884 -0.8589 0.270 -0.376 -0.200
C 0.6713 -2.8958 -0.3931 -0.021 0.168 -0.016
O -0.3729 -3.5140 -0.5071 -0.347 -0.080 0.066
H 1.7619 -4.2602 -1.3660 -0.156 0.104 0.090
H 3.2401 -2.2138 -1.8611 0.069 -0.020 0.126
H 3.9031 -3.4200 -0.7331 -0.058 0.064 0.001
H 3.1927 -2.1089 1.1958 0.032 0.058 -0.025
H 3.9918 -0.9897 0.0714 -0.017 -0.087 0.018
C 2.0081 0.4793 0.6806 0.040 -0.007 0.024
C 3.0329 1.3328 -0.0176 0.033 0.081 0.023
C 3.9548 2.0787 0.7032 -0.112 -0.065 -0.002
C 4.8884 2.8640 0.0483 0.097 0.095 -0.013
C 4.9139 2.9051 -1.3348 0.097 0.075 0.004
C 3.9982 2.1613 -2.0612 -0.022 0.002 -0.087
C 3.0620 1.3828 -1.4063 -0.008 0.031 0.016
H 2.3455 0.7984 -1.9638 -0.064 -0.078 -0.069
H 4.0139 2.1920 -3.1412 -0.005 0.004 -0.082
H 5.6446 3.5147 -1.8457 0.060 0.044 -0.037
H 5.5999 3.4419 0.6199 0.060 0.043 0.043
H 3.9387 2.0459 1.7833 -0.003 -0.029 0.118
H 2.2392 0.4191 1.7536 -0.080 0.050 -0.060
H 1.0254 0.9510 0.5755 -0.031 -0.034 0.106
H -0.1266 -0.9712 -0.0355 0.069 -0.180 0.001
H -1.7481 -0.8150 1.3890 0.239 -0.018 0.147
H -1.4337 1.2886 3.4101 -0.149 -0.064 -0.055
H -3.0283 0.5865 3.0313 0.083 0.089 0.042
H -2.1194 -2.2865 -1.2306 -0.002 -0.010 0.007
H -1.9894 -1.3131 -2.6855 0.058 -0.004 -0.074
H -3.4639 -2.2410 -2.3946 -0.022 -0.060 -0.085
```
Positions in Å, forces in eV/Å.

Properties
Total charge: 0
Structure (SMILES): Cc1cc(C)nc(CCNC(=O)C[C@@H]2C(=O)NCCN2Cc2ccccc2)n1
LUMO: 0.70 eV
Relative energy (zero: lowest compared OMol25 entry of this formula, charge and spin): 69.5 kJ/mol
Calculated total energy: -33762.6976 eV

Results for HOMO-LUMO gap: 6.84 7.33 9.35 (in eV, following the order of the records).